A molecular structure, C20H13Cl5CoN4O6, computed with ωB97M-V with the def2-TZVPD basis set.

- total charge = 0
- spin multiplicity = 4
- E_tot (Eh) = -5124.121300
- orbital gap (alpha / beta) (eV) = 8.1 / 8.1

Last column: Mulliken spin population.
Cartesian coordinates (Å):
Co 1.548801 -0.664841 0.123314  2.7618
O 1.345182 -0.524032 2.217878  0.0357
C 0.942620 -1.415498 2.966202  0.0041
C 0.197150 -2.584499 2.600549  -0.0054
C -0.252122 -3.432911 3.616559  0.0002
C -0.975373 -4.556206 3.313042  0.0052
C -1.269734 -4.880703 1.975522  -0.0019
C -0.842360 -4.071429 0.965961  0.0113
C -0.090364 -2.888188 1.225968  -0.0036
O 0.288465 -2.160530 0.244620  0.0466
N -1.452146 -5.413835 4.382107  -0.0003
O -1.183409 -5.103025 5.530988  0.0010
O -2.086550 -6.408222 4.073392  0.0010
H 1.157032 -1.314356 4.042493  0.0028
H -0.040049 -3.205032 4.653347  -0.0014
H -1.832547 -5.779484 1.769447  -0.0002
H -1.061436 -4.295756 -0.069120  0.0004
Cl 7.231356 -0.997830 -0.837372  0.0010
C 5.836061 -0.520781 0.122620  0.0034
Cl 5.841515 1.247071 0.333263  0.0002
Cl 5.909161 -1.303300 1.703219  0.0003
C 4.485114 -0.862193 -0.619792  -0.0007
O 4.528812 -1.065555 -1.815802  0.0103
O 3.487927 -0.830254 0.169719  0.0604
N -6.172832 5.507246 -3.818897  0.0001
C -5.272470 5.028438 -3.289143  -0.0001
C -4.162207 4.423250 -2.619223  0.0003
C -3.691160 3.179854 -3.035330  -0.0002
C -2.644177 2.575576 -2.369021  0.0000
C -2.047614 3.206231 -1.280121  0.0003
C -2.506645 4.455083 -0.877222  0.0001
C -3.558401 5.059460 -1.538505  -0.0001
N -0.982470 2.580756 -0.582973  0.0035
C -0.382481 3.016290 0.585030  -0.0031
C 0.569787 2.103360 0.893501  0.0082
N 0.580546 1.122234 -0.072004  0.0209
C -0.359573 1.431649 -0.932725  0.0091
H -4.151183 2.686680 -3.880067  0.0000
H -2.307817 1.604953 -2.701636  -0.0003
H -2.047891 4.971596 -0.046919  0.0000
H -3.915026 6.028526 -1.219112  0.0000
H -0.678350 3.905244 1.108692  0.0000
H 1.244894 2.078296 1.731004  0.0010
H -0.588325 0.849642 -1.806626  0.0008
Cl 2.557371 1.066761 -3.024511  0.0017
C 2.324848 -0.611919 -3.528131  -0.0021
Cl 1.416873 -1.549831 -2.314044  0.0259
H 3.303304 -1.063003 -3.619653  0.0001
H 1.757881 -0.624999 -4.450477  0.0013

Forces on atoms 1 to 2 (eV/Å):
Co 0.3329 -0.2225 0.8240
O 0.2833 0.0283 -0.0903